A structure of composition C18H20B2Br10O18V, computed with ωB97M-V/def2-TZVPD.

Properties
Lowest unoccupied orbital energy ... -5.51 eV
Orbital gap ... 1.813 eV
Calculated total energy ... -28786.3269 Ha
Charge ... -1

Last column: Löwdin charge in e.
Geometry (Å):
1 O 3.435 8.999 2.116  -0.192
2 V 3.790 7.471 2.077  1.355
3 O 3.369 6.731 3.460  -0.184
4 O 0.780 -2.227 -2.051  0.157
5 C 0.183 -1.427 -1.381  -0.432
6 O -0.157 -0.245 -1.739  0.260
7 B -0.552 0.541 -0.576  -0.867
8 O -0.760 -0.442 0.481  0.278
9 C -0.370 -1.560 0.008  -0.447
10 O -0.346 -2.605 0.601  0.149
11 O -1.780 1.268 -0.895  0.227
12 C -1.625 2.591 -0.764  -0.329
13 O -2.374 3.535 -0.984  0.103
14 C -0.087 2.790 -0.312  -0.356
15 O 0.465 1.615 -0.305  0.232
16 O 0.520 3.882 -0.226  0.039
17 O 7.489 -0.206 0.287  0.155
18 C 8.172 0.169 1.201  -0.319
19 O 9.192 -0.415 1.921  0.220
20 B 9.902 0.571 2.719  -1.000
21 O 8.911 1.624 2.854  0.223
22 C 7.952 1.543 1.940  -0.311
23 O 7.088 2.442 1.718  0.041
24 O 11.082 1.014 2.050  0.297
25 C 12.048 0.669 2.732  -0.383
26 O 13.204 0.604 2.179  0.050
27 C 11.603 0.178 4.148  -0.302
28 O 10.286 0.135 4.038  0.255
29 O 12.301 -0.193 5.130  0.080
30 Br -4.924 4.251 4.697  0.560
31 C -3.252 4.601 5.697  -0.664
32 C -2.746 6.019 5.424  -0.700
33 Br -4.064 7.328 6.014  0.580
34 H -2.481 3.902 5.371  0.065
35 H -3.531 4.571 6.750  0.047
36 H -2.448 6.256 4.402  0.058
37 H -1.877 6.108 6.076  0.054
38 Br -1.086 -10.608 -4.082  0.521
39 C -2.200 -9.546 -5.407  -0.646
40 C -1.979 -8.027 -5.309  -0.586
41 Br -0.367 -7.479 -6.466  0.506
42 H -3.225 -9.726 -5.084  0.044
43 H -2.167 -10.014 -6.391  0.052
44 H -1.807 -7.803 -4.256  0.051
45 H -2.886 -7.571 -5.707  0.058
46 Br -5.791 -1.987 -6.609  0.511
47 C -5.922 -0.330 -5.434  -0.591
48 C -6.952 0.593 -6.101  -0.635
49 Br -6.383 1.029 -7.993  0.497
50 H -4.942 0.146 -5.376  0.061
51 H -6.344 -0.559 -4.456  0.064
52 H -7.058 1.592 -5.678  0.047
53 H -7.909 0.075 -6.165  0.047
54 Br 5.043 -5.686 1.825  0.597
55 C 5.201 -6.117 3.751  -0.723
56 C 4.023 -5.641 4.552  -0.736
57 Br 4.557 -5.641 6.397  0.645
58 H 6.136 -5.650 4.061  0.038
59 H 5.280 -7.193 3.907  0.056
60 H 3.186 -6.293 4.301  0.067
61 H 3.702 -4.649 4.236  0.055
62 Br -9.035 6.144 -3.728  0.556
63 C -10.187 4.657 -3.005  -0.668
64 C -9.508 4.079 -1.829  -0.757
65 Br -10.223 2.312 -1.552  0.650
66 H -10.258 3.897 -3.784  0.039
67 H -11.129 5.132 -2.729  0.062
68 H -9.748 4.676 -0.949  0.060
69 H -8.418 4.103 -1.796  0.057